# C26H36N3O

A cluster of 2 separate species, C26H36N3O in total at a distorted geometry (wB97M-V/def2-TZVPD, the OMol25 dataset).

Structure (XYZ):
```
66
Properties=species:S:1:pos:R:3:forces:R:3:nbo_charge:R:1
C -0.2057 1.3516 3.6101 0.4514 0.1018 0.5419 -0.428
N 0.0904 -0.0767 3.3895 1.0500 1.9934 1.0348 -0.354
C 1.5327 -0.2055 3.0284 -0.4524 0.0859 0.1873 -0.433
C -0.0803 -0.8273 4.6738 0.0965 0.3486 -0.2002 -0.438
H -1.2648 1.5319 3.8312 0.2709 -0.3240 0.0839 0.230
H 0.4180 1.6398 4.4742 -0.3241 0.5468 -0.3241 0.199
H 0.0434 1.9428 2.7183 0.1199 -0.2663 0.2598 0.221
H 1.8035 -1.2576 2.8604 -0.1651 0.2037 0.2290 0.215
H 1.7684 0.3457 2.1093 -0.1640 0.1019 0.3517 0.219
H 2.0827 0.1963 3.9003 0.2264 -0.2119 -0.6771 0.217
H 0.1246 -1.8953 4.5119 0.1697 0.3129 0.0460 0.217
H 0.6424 -0.3795 5.3874 -0.4015 -0.5002 -0.1784 0.214
H -1.1015 -0.7564 5.0667 0.7050 0.4526 -0.0159 0.235
C -0.3614 0.9983 -5.0038 -0.5311 0.1705 -0.0546 -0.422
N 0.1550 0.4354 -3.7672 0.7986 -0.2133 -0.0655 -0.458
C 1.3990 -0.1246 -3.7236 0.2916 -0.1633 -0.9186 0.680
O 2.1700 -0.2378 -4.6688 -0.8487 0.1667 1.2643 -0.582
C 1.6356 -0.5988 -2.2916 0.3557 -0.3835 -0.5331 -0.134
C 2.8188 0.1203 -1.6442 0.3099 0.2800 0.1537 -0.421
C 4.1351 -0.1294 -2.3551 0.0347 0.0137 0.2080 0.069
C 4.8779 0.9559 -2.8325 -0.1469 -0.4316 -0.1133 -0.241
C 6.0510 0.7282 -3.5527 -0.0997 -0.2052 0.1593 -0.181
C 6.4938 -0.5835 -3.7613 -0.2027 0.0929 0.1330 -0.210
C 5.7785 -1.6655 -3.2362 -0.2421 0.1525 0.1746 -0.192
C 4.5981 -1.4398 -2.5208 0.2213 0.3830 -0.2317 -0.245
N 0.3809 -0.3005 -1.6153 -0.0045 0.1453 1.7902 -0.379
C 0.3071 -0.4666 -0.2590 -1.6887 -0.7223 -0.6556 0.170
C -0.8215 -0.1624 0.5203 0.2728 0.3938 -1.1189 -0.399
C -1.0944 -0.5751 1.8342 1.9440 -2.5017 0.7196 0.026
C -2.3878 -0.3116 2.4198 -2.0121 -0.3876 0.3145 -0.070
C -2.7960 -1.0096 3.5867 -0.0628 -0.5599 -0.5662 -0.195
C -4.0796 -0.9033 4.0962 -0.1082 0.3156 0.0723 -0.204
C -5.0676 -0.1823 3.4152 0.2279 0.3133 0.2111 0.034
C -6.4434 -0.0199 4.0128 -0.6406 -0.2103 0.0886 -0.647
C -4.7164 0.4131 2.1993 0.3335 0.5134 0.1656 -0.201
C -3.3895 0.4573 1.7570 0.0093 -0.8841 0.1607 -0.184
C -0.6186 0.3539 -2.5226 -0.0183 0.3395 -0.5889 0.344
C -0.9954 1.7717 -2.0858 0.1595 0.0553 0.1723 -0.639
C -1.8659 -0.5071 -2.7674 0.1913 -0.1482 0.1365 -0.640
H 0.4160 1.0416 -5.7786 -0.0765 -0.1924 0.5565 0.264
H -1.1983 0.3999 -5.3890 0.1929 0.1036 0.0524 0.205
H -0.7223 2.0159 -4.8208 0.0564 -0.1237 -0.1069 0.203
H 1.8022 -1.6887 -2.3208 0.0185 0.3311 0.0184 0.229
H 2.6053 1.2071 -1.6294 0.0553 -0.4579 0.0404 0.217
H 2.8814 -0.2208 -0.5974 0.0934 0.1746 -0.2497 0.202
H 4.5010 1.9677 -2.6542 0.2172 -0.3049 -0.1686 0.209
H 6.6072 1.5784 -3.9480 -0.0719 -0.2945 0.0783 0.221
H 7.4021 -0.7637 -4.3312 -0.1616 0.0358 0.1075 0.223
H 6.1253 -2.6895 -3.3811 -0.0164 0.3287 -0.0069 0.221
H 4.0182 -2.2699 -2.1017 0.3137 0.2096 -0.2315 0.201
H 1.1180 -1.0651 0.2216 -0.4812 0.8194 -0.6607 0.222
H -1.7232 0.2249 0.0354 0.9706 0.2064 0.0390 0.213
H -0.4617 -1.3922 2.2656 -1.8866 -0.2895 -1.6112 0.224
H -2.1329 -1.7530 4.0492 -0.4951 0.4913 -0.4731 0.217
H -4.3363 -1.3677 5.0507 0.1103 -0.0708 -0.3466 0.226
H -7.1476 0.4848 3.3290 0.4087 -0.2226 0.2024 0.228
H -6.8724 -1.0083 4.2541 0.1464 0.3537 -0.0995 0.235
H -6.4573 0.5551 4.9638 0.3307 -0.2853 -0.5897 0.240
H -5.5010 0.9083 1.6270 0.2907 0.0311 0.0991 0.225
H -3.1686 0.9822 0.8217 -0.1623 -0.1144 0.5234 0.213
H -0.0992 2.4050 -2.0499 -0.2251 -0.1474 0.0271 0.230
H -1.7078 2.2049 -2.8002 0.2140 -0.1530 0.2131 0.233
H -1.4607 1.7587 -1.1016 -0.0067 0.2048 -0.1374 0.218
H -1.5854 -1.4155 -3.3185 -0.1105 0.1857 0.2601 0.234
H -2.3300 -0.7818 -1.8159 -0.0633 -0.0130 -0.1985 0.222
H -2.5892 0.0559 -3.3746 0.2117 -0.1758 0.2454 0.232
```
Forces are in eV/Å.

Summary:
charge = +1
HOMO level = -0.4014 hartree
energy = -1251.54854 hartree
energy above the lowest of the compared OMol25 structures with the same formula, charge and spin = 162.5 kJ/mol
orbital gap = 7.2 eV